Entry 1:
Here is one molecule with the formula C5H9NO at a distorted geometry from OMol25. Energies are from the ωB97M-V functional and the def2-TZVPD basis.

Last column: Mulliken charge in e.
Positions of all 16 atoms, in Å:
C: -0.373 -0.231 -0.817  0.11
C: -0.014 -2.069 -0.812  -1.33
C: 0.594 0.107 0.155  0.48
C: -0.429 2.436 0.886  -0.28
C: 1.476 -0.281 1.049  -0.79
O: -1.691 -0.055 -0.445  -0.51
N: 0.426 1.902 0.120  -0.60
H: -2.015 0.719 -0.929  0.38
H: -0.137 0.093 -1.829  0.29
H: 1.029 -2.317 -1.000  0.39
H: -0.634 -2.374 -1.655  0.38
H: -0.401 -2.510 0.106  0.37
H: -1.221 1.874 1.420  0.25
H: -0.457 3.533 1.023  0.28
H: 2.002 0.472 1.627  0.31
H: 1.844 -1.298 1.103  0.28

Results
Total charge   0
ΔE to the lowest compared entry with this formula, charge and spin   478.55 kJ/mol
SMILES string   C=NC(=C)[C@@H](C)O
Max |F|   0.1295 hartree/bohr



Entry 2:
Here is one molecule with the formula C4H8N4O at a distorted geometry from OMol25. Energies are from the ωB97M-V functional and the def2-TZVPD basis.

Last column: Mulliken charge in e.
Positions of all 17 atoms, in Å:
C: 1.801 -0.710 -0.308  -0.55
C: 0.341 -0.320 -0.324  0.38
C: -2.386 -0.714 0.195  0.20
C: -0.049 1.103 -0.632  -0.22
H: 2.572 1.125 0.177  0.21
H: 2.644 0.224 1.285  0.27
H: 2.016 -1.821 0.184  0.29
H: 2.138 -0.587 -1.410  0.28
H: -0.050 -0.248 0.864  0.24
H: -3.317 -0.853 0.845  0.26
H: -3.214 1.253 0.577  0.33
H: 0.461 2.233 -0.661  0.29
N: 2.879 0.133 0.323  -0.65
N: -1.543 -1.696 0.068  -0.56
N: -2.350 0.664 -0.070  -0.06
N: -1.322 1.508 -0.263  -0.54
O: -0.621 -1.294 -0.848  -0.18

Results
Total charge   0
ΔE to the lowest compared entry with this formula, charge and spin   776.33 kJ/mol
SMILES string   NC[C@H]1C=NNC=NO1
Max |F|   0.1264 hartree/bohr



Entry 3:
Here is C36H48ClGeMoN4O as an isolated structure at a distorted geometry from OMol25. Energies are from the ωB97M-V functional and the def2-TZVPD basis.

Last column: Mulliken charge in e.
Positions of all 92 atoms, in Å:
Mo: 0.790 -0.922 -1.519  -0.66
C: 3.202 -2.479 -1.131  -1.42
N: 2.773 -1.549 -2.175  1.14
C: 3.012 -2.311 -3.403  -1.30
C: 3.744 -0.377 -2.119  -1.24
C: 3.308 0.708 -1.162  0.21
N: 1.919 1.092 -1.423  0.68
C: 1.792 1.816 -2.717  -1.32
C: 1.438 2.036 -0.357  -0.60
H: 4.189 -2.829 -1.386  0.60
H: 2.483 -3.304 -1.078  0.26
H: 3.273 -1.975 -0.142  0.38
H: 4.030 -2.709 -3.363  0.41
H: 2.852 -1.724 -4.331  0.28
H: 2.375 -3.183 -3.372  0.38
H: 3.843 0.129 -3.061  0.42
H: 4.741 -0.680 -1.708  0.31
H: 3.949 1.566 -1.386  0.41
H: 3.514 0.477 -0.111  -0.40
H: 2.468 2.678 -2.812  0.30
H: 0.790 2.227 -2.800  0.42
H: 1.921 1.117 -3.539  0.35
H: 1.845 3.021 -0.615  0.39
H: 1.794 1.682 0.642  0.02
H: 0.364 2.064 -0.484  0.11
C: -4.293 4.922 -3.014  -1.39
C: -4.114 3.538 -3.579  -0.48
N: -4.698 2.467 -2.729  0.38
C: -6.053 2.688 -2.204  -0.63
C: -6.145 3.409 -0.880  -0.92
C: -3.828 1.689 -1.974  -0.04
O: -4.012 1.471 -0.750  -0.71
C: -2.690 1.123 -2.726  -0.02
C: -2.688 1.005 -4.142  0.09
C: -1.501 0.540 -4.738  -1.19
C: -0.582 -0.110 -3.908  -0.56
N: -0.598 0.109 -2.574  0.84
C: -1.651 0.677 -1.970  -0.51
H: -3.721 5.691 -3.594  0.38
H: -3.866 4.926 -1.978  0.35
H: -5.289 5.312 -2.964  0.36
H: -3.103 3.310 -3.808  0.52
H: -4.640 3.537 -4.564  0.23
H: -6.533 1.672 -2.064  0.34
H: -6.592 3.176 -2.996  0.42
H: -5.459 2.919 -0.139  0.21
H: -7.184 3.337 -0.483  0.37
H: -5.904 4.458 -1.015  0.29
H: -3.532 1.235 -4.772  0.63
H: -1.291 0.484 -5.794  0.46
H: 0.264 -0.658 -4.270  0.45
H: -1.670 0.905 -0.905  0.49
C: 0.432 -1.306 0.289  0.89
Ge: 0.835 -1.122 2.185  1.32
C: -0.804 -0.730 3.270  0.40
C: -2.049 -0.522 2.662  -0.51
C: -3.198 -0.463 3.445  -0.47
C: -3.203 -0.573 4.814  -0.61
C: -1.970 -0.911 5.423  -0.76
C: -0.779 -0.847 4.679  -0.23
C: 2.282 0.123 2.890  0.39
C: 1.988 1.065 3.876  -0.63
C: 3.053 1.683 4.541  -0.84
C: 4.334 1.550 4.072  -0.62
C: 4.617 0.614 3.071  -0.63
C: 3.612 -0.091 2.474  -0.56
C: 1.430 -2.756 3.079  0.50
C: 0.982 -4.004 2.580  -0.65
C: 1.351 -5.168 3.174  -0.49
C: 2.102 -5.166 4.365  -0.60
C: 2.617 -3.969 4.816  -0.52
C: 2.314 -2.744 4.176  -0.34
H: -0.475 -1.966 0.258  0.34
H: -2.170 -0.438 1.581  0.20
H: -4.154 -0.367 2.943  0.37
H: -4.090 -0.442 5.404  0.42
H: -1.912 -1.182 6.459  0.41
H: 0.207 -0.841 5.208  0.30
H: 0.999 1.208 4.240  0.70
H: 2.811 2.415 5.311  0.37
H: 5.163 2.110 4.456  0.41
H: 5.703 0.407 2.894  0.35
H: 3.863 -0.864 1.732  0.27
H: 0.484 -3.983 1.629  0.28
H: 1.057 -6.118 2.771  0.43
H: 2.262 -6.063 4.930  0.42
H: 3.266 -3.911 5.741  0.29
H: 2.706 -1.822 4.572  0.35
Cl: 0.029 -4.521 -1.567  -0.20
C: 0.008 -2.862 -2.431  -1.10
H: -1.095 -2.735 -2.500  0.34
H: 0.359 -3.091 -3.424  0.58

Results
Total charge   +1
Multiplicity   3
ΔE to the lowest compared entry with this formula, charge and spin   0.00 kJ/mol
Max |F|   0.0621 hartree/bohr



Entry 4:
Here is C6H13F6N4O4ReS6Sb as an isolated structure from OMol25. Energies are from the ωB97M-V functional and the def2-TZVPD basis.

Last column: Mulliken charge in e.
Positions of all 41 atoms, in Å:
Re: -0.770 0.963 0.288  1.54
N: -0.962 3.156 0.394  -0.63
C: 0.312 3.900 0.672  -0.56
C: 1.450 3.182 -0.011  -0.60
N: 1.404 1.730 0.321  -0.36
C: 2.112 1.334 1.577  -0.49
C: 1.175 1.439 2.758  -0.65
N: -0.110 0.771 2.386  -0.69
H: -1.353 3.505 -0.478  0.32
H: -1.644 3.425 1.100  0.37
H: 0.445 3.946 1.749  0.22
H: 0.225 4.925 0.314  0.47
H: 2.410 3.615 0.273  0.42
H: 1.359 3.272 -1.095  0.36
H: 1.878 1.247 -0.440  0.32
H: 3.003 1.944 1.726  0.47
H: 2.435 0.300 1.451  0.29
H: 0.959 2.468 3.031  0.27
H: 1.607 0.957 3.635  0.46
H: -0.834 1.055 3.045  0.37
H: -0.007 -0.236 2.533  0.28
S: -2.777 -1.153 -4.900  -0.15
Sb: -2.870 0.926 -4.431  1.34
S: -0.501 0.810 -1.988  -0.31
S: -2.769 0.668 0.627  -0.01
S: -3.206 3.029 -4.189  -0.20
F: 1.730 -3.450 -1.953  -0.14
C: 1.762 -2.373 -1.226  0.66
F: 2.316 -2.568 -0.058  -0.14
F: 2.351 -1.371 -1.856  -0.18
S: -0.038 -1.828 -0.940  0.69
O: 0.145 -0.855 0.223  -0.44
O: -0.315 -0.940 -2.176  -0.13
N: -1.087 -2.845 -0.846  -0.34
S: -1.174 -4.082 0.363  0.98
O: 0.135 -4.241 0.889  -0.54
O: -2.292 -3.740 1.160  -0.52
C: -1.566 -5.499 -0.792  0.75
F: -1.678 -6.575 -0.064  -0.14
F: -0.570 -5.597 -1.651  -0.18
F: -2.690 -5.215 -1.418  -0.20

Results
Total charge   +3
Max |F|   0.0060 hartree/bohr
Calculated total energy   -4062.1495 hartree



Entry 5:
Here is C21H52BaLi2N5O7 as an isolated structure at a distorted geometry from OMol25. Energies are from the ωB97M-V functional and the def2-TZVPD basis.

Last column: Mulliken charge in e.
Positions of all 88 atoms, in Å:
Li: 9.416 15.613 14.421  0.76
Li: 9.703 14.382 19.178  0.76
Ba: 13.740 16.392 17.096  1.91
N: 9.755 16.601 17.004  0.57
O: 9.063 16.757 16.044  -0.39
O: 10.963 16.804 16.957  -0.47
O: 9.331 16.127 18.011  -0.40
C: 8.765 18.150 12.593  -1.43
C: 7.597 17.345 13.106  0.71
C: 6.226 17.716 12.435  -1.14
O: 5.185 16.946 13.007  -0.21
C: 4.014 16.869 12.100  -0.79
N: 7.812 15.929 13.121  -0.36
H: 9.711 17.869 13.055  0.22
H: 8.630 19.187 12.899  0.38
H: 8.792 18.117 11.504  0.40
H: 7.379 17.639 14.133  0.06
H: 6.260 17.456 11.377  0.54
H: 5.984 18.778 12.481  0.45
H: 3.581 17.867 12.035  0.31
H: 3.263 16.164 12.456  0.27
H: 4.338 16.433 11.154  0.36
H: 6.935 15.583 13.484  0.04
H: 7.752 15.697 12.140  0.29
C: 4.808 12.056 16.471  -1.39
C: 4.985 13.064 15.384  0.54
C: 5.013 14.499 15.878  -1.08
O: 6.045 14.647 16.850  -0.30
C: 5.996 15.941 17.540  -0.63
N: 6.197 12.723 14.737  -0.66
H: 5.684 12.143 17.114  0.19
H: 4.751 11.022 16.131  0.43
H: 4.000 12.359 17.137  0.37
H: 4.136 13.127 14.702  0.37
H: 4.074 14.642 16.412  0.54
H: 5.080 15.234 15.076  0.33
H: 6.628 15.950 18.428  0.11
H: 4.978 16.193 17.840  0.44
H: 6.376 16.692 16.848  0.03
H: 6.930 13.188 15.253  0.15
H: 6.472 11.758 14.852  0.32
C: 7.411 11.565 20.057  -1.48
C: 7.263 13.054 19.845  0.94
C: 7.841 13.863 21.002  -1.06
O: 9.207 13.516 21.050  -0.23
C: 9.814 13.774 22.280  -0.92
N: 7.945 13.411 18.652  -0.31
H: 7.214 10.979 19.159  0.38
H: 6.713 11.292 20.849  0.43
H: 8.376 11.244 20.448  0.35
H: 6.201 13.283 19.756  0.25
H: 7.453 13.503 21.955  0.54
H: 7.670 14.934 20.893  0.29
H: 10.845 13.432 22.189  0.31
H: 9.321 13.260 23.105  0.30
H: 9.948 14.827 22.527  0.35
H: 8.089 12.590 18.081  0.28
H: 7.330 13.954 18.063  0.03
C: 9.346 19.937 20.566  -1.24
C: 9.328 20.835 19.335  1.27
C: 8.592 22.199 19.691  -1.24
C: 9.275 23.182 20.561  -0.74
C: 10.645 23.497 19.942  -1.24
C: 11.541 22.226 19.574  1.40
N: 10.724 21.189 18.913  0.40
O: 11.482 20.125 18.513  -0.26
C: 12.623 22.730 18.663  -1.69
C: 12.207 21.630 20.892  -1.45
C: 8.394 20.262 18.164  -1.64
H: 8.392 19.458 20.785  0.44
H: 9.730 20.448 21.449  0.31
H: 10.119 19.170 20.518  0.24
H: 8.386 22.770 18.785  0.43
H: 7.620 22.015 20.149  0.53
H: 9.396 22.793 21.572  0.31
H: 8.630 24.058 20.632  0.42
H: 11.168 24.033 20.734  0.43
H: 10.495 24.252 19.170  0.46
H: 13.257 23.391 19.255  0.43
H: 13.295 21.884 18.516  0.41
H: 12.377 23.287 17.759  0.39
H: 12.755 20.700 20.743  0.33
H: 12.939 22.305 21.336  0.45
H: 11.457 21.606 21.683  0.33
H: 8.717 19.269 17.851  0.23
H: 8.508 20.835 17.244  0.47
H: 7.365 20.221 18.519  0.41
H: 11.389 19.476 19.214  0.40

Results
Total charge   +4
Multiplicity   2
Max |F|   0.1086 hartree/bohr
Calculated total energy   -1670.8045 hartree



Entry 6:
Here is one molecule with the formula C8H9NO3 at a distorted geometry from OMol25. Energies are from the ωB97M-V functional and the def2-TZVPD basis.

Last column: Mulliken charge in e.
Positions of all 21 atoms, in Å:
C: 2.667 -0.609 -0.713  -0.78
C: 0.466 -0.531 0.328  0.51
C: 0.071 -0.777 1.627  -0.49
C: -1.161 -0.310 2.075  1.16
C: -1.888 0.545 1.135  -0.82
C: -1.477 0.684 -0.184  -0.49
C: -0.306 0.125 -0.640  0.02
C: 0.187 0.605 -1.966  0.18
H: 2.890 0.364 -0.299  0.34
H: 3.538 -1.285 -0.593  0.24
H: 2.376 -0.436 -1.751  0.29
H: 0.656 -1.441 2.319  0.25
H: -1.061 -1.100 3.970  0.20
H: -2.504 -0.117 3.568  0.20
H: -2.842 0.954 1.527  0.20
H: -2.043 1.165 -0.943  0.52
H: 0.306 2.331 -1.178  0.42
N: -1.605 -0.525 3.317  -0.48
O: 1.580 -1.236 0.043  -0.43
O: 0.384 1.934 -2.063  -0.47
O: 0.357 -0.092 -2.957  -0.57

Results
Total charge   0
ΔE to the lowest compared entry with this formula, charge and spin   91.83 kJ/mol
SMILES string   COc1cc(N)ccc1C(=O)O
Max |F|   0.0660 hartree/bohr